Record 1
The following is a quantum chemistry calculation of 3 unconnected molecules or ions with the total composition C25H39NO10S2, from the OMol25 dataset.

Values from the calculation:
HOMO energy ... -9.2 eV
Structure (SMILES) ... CC(=O)OCCCCC1=CC(=O)c2c(C)cc(CCN)cc2C1=O.CCOS(C)(=O)=O.CCOS(C)(=O)=O
Orbital gap ... 8.62 eV
Energy ... -70192.2198 eV

```
! wB97M-V def2-TZVPD RIJCOSX def2/J DEFGRID3
* xyz 0 1
C 5.128 0.355 -1.138
C 3.702 -0.097 -1.111
O 3.023 0.011 -0.133
O 3.252 -0.655 -2.251
C 1.961 -0.186 -2.681
C 1.982 0.101 -4.166
C 0.611 0.656 -4.604
C 0.607 2.195 -4.837
C -0.043 2.855 -3.665
C 0.609 3.292 -2.587
C -0.136 3.875 -1.446
O 0.328 4.752 -0.763
C -1.479 3.278 -1.217
C -2.054 3.107 0.051
C -1.347 3.524 1.305
C -3.311 2.491 0.112
C -4.004 2.049 -1.015
C -5.342 1.362 -0.886
C -5.463 0.132 -1.796
N -4.337 -0.790 -1.599
C -3.426 2.243 -2.276
C -2.176 2.844 -2.353
C -1.526 3.008 -3.681
O -2.133 3.258 -4.689
H 5.156 1.348 -0.699
H 5.743 -0.290 -0.518
H 5.542 0.368 -2.139
H 1.723 0.726 -2.137
H 1.173 -0.897 -2.442
H 2.194 -0.838 -4.672
H 2.757 0.822 -4.407
H -0.076 0.441 -3.784
H 0.226 0.122 -5.466
H 0.023 2.398 -5.728
H 1.622 2.559 -4.942
H 1.685 3.248 -2.498
H -0.281 3.345 1.196
H -1.669 2.905 2.137
H -1.447 4.580 1.529
H -3.737 2.347 1.097
H -6.160 2.030 -1.152
H -5.440 0.988 0.130
H -5.523 0.463 -2.834
H -6.390 -0.377 -1.548
H -4.652 -1.743 -1.725
H -3.633 -0.649 -2.311
H -3.920 1.921 -3.177
C 3.262 -3.643 -1.061
C 3.603 -3.452 0.403
O 3.922 -4.692 1.078
S 5.329 -5.359 0.771
C 5.299 -6.550 2.065
O 6.359 -4.397 1.021
O 5.271 -6.039 -0.486
H 4.122 -3.993 -1.631
H 2.939 -2.691 -1.485
H 2.470 -4.383 -1.177
H 4.427 -2.749 0.535
H 2.745 -3.050 0.936
H 5.317 -6.035 3.021
H 6.186 -7.168 1.948
H 4.403 -7.156 1.961
C -3.981 -1.204 6.431
C -3.106 -0.117 7.022
O -1.873 0.069 6.294
S -1.947 0.802 4.885
C -0.219 1.045 4.661
O -2.592 2.067 5.060
O -2.413 -0.121 3.896
H -4.344 -0.931 5.442
H -4.845 -1.376 7.074
H -3.422 -2.134 6.331
H -3.637 0.834 7.086
H -2.801 -0.389 8.030
H 0.145 1.724 5.427
H -0.086 1.480 3.672
H 0.280 0.082 4.717
*
```

Atom charges from the Löwdin analysis, given in e for atoms 1 to 2:
1 C 0.033
2 C -0.564

---

Record 2
The following is a quantum chemistry calculation of a single C5H13NO molecule at a distorted geometry, from the OMol25 dataset.

Values from the calculation:
HOMO energy ... -9.4 eV
Structure (SMILES) ... CC(C)CNCO
Orbital gap ... 10.32 eV
Energy ... -8932.9430 eV

```
! wB97M-V def2-TZVPD RIJCOSX def2/J DEFGRID3
* xyz 0 1
C -1.998 -1.004 -0.560
C -0.912 -0.131 0.079
C -1.382 1.300 0.253
C 0.304 -0.172 -0.850
N 1.534 0.430 -0.302
C 1.977 -0.184 0.907
O 3.405 -0.339 0.902
H -2.018 -0.957 -1.653
H -2.983 -0.658 -0.250
H -1.933 -2.057 -0.269
H -0.568 -0.640 0.973
H -2.372 1.299 0.698
H -1.528 1.845 -0.688
H -0.764 1.875 0.927
H 0.656 -1.171 -1.115
H 0.143 0.340 -1.798
H 1.373 1.409 -0.105
H 1.551 -1.182 1.023
H 1.815 0.331 1.851
H 3.701 -0.336 -0.021
*
```

Atom charges from the Löwdin analysis, given in e for atoms 1 to 2:
1 C -0.078
2 C -0.418

---

Record 3
The following is a quantum chemistry calculation of 2 unconnected molecules or ions with the total composition C11H18F2N2O4S at a distorted geometry, from the OMol25 dataset.

Values from the calculation:
HOMO energy ... -8.3 eV
Orbital gap ... 7.98 eV
Energy ... -39135.7300 eV

```
! wB97M-V def2-TZVPD RIJCOSX def2/J DEFGRID3
* xyz 0 1
C -2.877 -1.319 -1.380
C -2.607 -0.030 -0.497
C -1.566 0.985 -1.157
F -1.851 1.012 -2.544
C -0.117 0.502 -0.845
N 0.616 -0.336 -1.652
C 0.311 -1.005 -2.960
O 0.240 -2.248 -2.907
O 0.091 -0.380 -4.049
C 1.916 -0.648 -1.126
O 2.872 -1.443 -1.674
C 1.886 0.095 0.125
S 3.373 -0.077 1.144
N 0.659 0.802 0.304
C 0.311 1.620 1.477
F -0.823 2.432 1.289
C 1.480 2.538 2.020
C 1.025 4.003 2.414
H -2.693 -2.226 -0.729
H -3.954 -1.399 -1.705
H -2.255 -1.395 -2.309
H -3.598 0.483 -0.331
H -2.193 -0.366 0.500
H -1.810 2.009 -0.781
H 3.705 -0.928 -1.600
H 3.097 -0.872 2.233
H 0.037 0.892 2.301
H 1.836 2.054 2.981
H 2.381 2.591 1.356
H 0.156 3.964 3.128
H 0.803 4.619 1.502
H 1.903 4.500 2.925
C -0.444 -3.775 0.429
O -0.202 -2.481 0.973
H -0.443 -4.500 1.242
H -1.415 -3.793 -0.069
H 0.342 -4.031 -0.284
H -0.190 -1.848 0.257
*
```

Atom charges from the Löwdin analysis, given in e for atoms 1 to 2:
1 C -0.073
2 C -0.152

---

Record 4
The following is a quantum chemistry calculation of a gas-phase ion, CH5N2Si (charge +1) at a distorted geometry, from the OMol25 dataset.

Values from the calculation:
HOMO energy ... -15.0 eV
Structure (SMILES) ... C[Si@@H]1N=[NH+]1
Orbital gap ... 8.88 eV
Energy ... -11966.1184 eV

```
! wB97M-V def2-TZVPD RIJCOSX def2/J DEFGRID3
* xyz 1 1
C -1.147 -0.007 -0.895
Si 0.462 0.680 -0.223
N 1.619 -0.558 0.348
N 1.146 -0.490 1.492
H -1.045 -0.345 -1.929
H -1.463 -0.869 -0.299
H -1.948 0.738 -0.872
H 0.827 2.009 0.208
H 1.549 -1.158 2.170
*
```

Atom charges from the Löwdin analysis, given in e for atoms 1 to 2:
1 C -0.175
2 Si 1.002

---

Record 5
The following is a quantum chemistry calculation of a gas-phase ion, C2H8N3O2 (charge +1) at a distorted geometry, from the OMol25 dataset.

Values from the calculation:
HOMO energy (spin up / spin down) ... -9.2 / -14.6 eV
Orbital gap (spin up / spin down) ... 5.94 / 7.87 eV
Energy ... -10754.8830 eV

```
! wB97M-V def2-TZVPD RIJCOSX def2/J DEFGRID3
* xyz 1 3
C 0.174 -0.356 -0.219
C -0.222 0.402 0.974
N 1.284 -0.523 -2.332
N 0.812 0.206 -1.270
N -1.396 -0.366 1.585
O -0.285 -1.501 -0.402
O 1.295 1.529 -1.108
H -0.297 1.425 0.714
H 0.706 0.453 1.665
H 0.553 -1.025 -2.979
H 1.904 -1.200 -2.085
H -1.218 -1.421 1.389
H -2.191 -0.112 0.913
H -1.574 -0.062 2.476
H 1.829 1.713 -1.988
*
```

Atom charges from the Löwdin analysis, given in e for atoms 1 to 2:
1 C -0.544
2 C -0.118

---

Record 6
The following is a quantum chemistry calculation of a molecular structure, C45H42N3O7PPbS5 at a distorted geometry, from the OMol25 dataset.

Values from the calculation:
HOMO energy ... -7.0 eV
Orbital gap ... 4.84 eV
Energy ... -134860.6720 eV

```
! wB97M-V def2-TZVPD RIJCOSX def2/J DEFGRID3
* xyz 0 1
Pb 1.223 -0.409 -0.638
C -3.481 2.539 -1.778
O -2.813 2.568 -0.536
C -2.566 3.762 0.072
C -2.816 5.004 -0.493
C -2.598 6.167 0.225
C -2.143 6.105 1.528
C -1.859 4.875 2.096
C -2.037 3.702 1.379
N -1.776 2.457 1.960
C -1.148 1.395 1.332
N -1.493 0.218 1.864
C -1.320 -1.132 1.519
C -0.435 -1.611 0.561
C -0.423 -2.993 0.347
C -1.206 -3.856 1.084
C -2.071 -3.368 2.050
C -2.145 -2.008 2.267
O -2.998 -1.430 3.188
C -3.841 -2.280 3.933
N -0.429 1.565 0.257
C 0.142 2.718 -0.125
C 0.097 3.041 -1.542
C 0.467 4.377 -1.959
C 1.119 5.195 -1.100
C 1.324 4.802 0.236
C 0.811 3.628 0.745
O 0.806 3.323 2.064
C 1.372 4.253 2.959
H -3.544 1.483 -2.043
H -2.933 3.070 -2.564
H -4.488 2.960 -1.697
H -3.206 5.072 -1.495
H -2.810 7.121 -0.231
H -2.009 7.007 2.104
H -1.505 4.815 3.114
H -1.858 2.403 2.964
H -2.142 0.290 2.641
H 0.236 -3.421 -0.394
H -1.150 -4.922 0.921
H -2.676 -4.058 2.613
H -4.425 -1.628 4.584
H -3.257 -2.975 4.546
H -4.521 -2.846 3.288
H -0.760 2.587 -2.025
H 0.301 4.647 -2.990
H 1.462 6.169 -1.413
H 1.853 5.484 0.879
H 1.105 3.909 3.955
H 0.959 5.254 2.804
H 2.460 4.285 2.865
O -1.136 2.117 -7.313
C -0.736 1.768 -6.245
S -1.456 0.431 -5.316
C -0.451 0.552 -3.868
C 0.530 1.521 -3.922
S 1.493 1.982 -2.583
S 0.638 2.490 -5.401
S -0.815 -0.470 -2.577
C -1.617 0.396 6.020
C -0.432 0.168 5.126
C 0.433 1.211 4.813
C 1.466 1.010 3.917
C 1.625 -0.218 3.310
C 0.836 -1.289 3.672
C -0.185 -1.090 4.588
S 2.806 -0.247 1.960
O 2.415 0.926 1.153
O 4.122 -0.160 2.536
O 2.555 -1.489 1.200
H -1.615 1.408 6.418
H -1.612 -0.307 6.850
H -2.547 0.245 5.472
H 0.291 2.181 5.272
H 2.160 1.786 3.645
H 1.029 -2.257 3.236
H -0.822 -1.914 4.869
C 2.756 -1.657 -3.899
P 1.856 -2.521 -2.532
C 3.124 -3.725 -2.003
C 3.697 -4.626 -2.896
C 4.667 -5.506 -2.455
C 5.062 -5.502 -1.125
C 4.491 -4.608 -0.237
C 3.521 -3.720 -0.671
C 0.710 -3.573 -3.494
C 0.030 -3.036 -4.582
C -0.877 -3.802 -5.288
C -1.127 -5.109 -4.906
C -0.463 -5.646 -3.815
C 0.449 -4.883 -3.107
H 2.977 -2.345 -4.714
H 3.683 -1.258 -3.489
H 2.154 -0.830 -4.271
H 3.376 -4.643 -3.928
H 5.118 -6.203 -3.146
H 5.807 -6.204 -0.779
H 4.792 -4.591 0.800
H 3.081 -3.016 0.020
H 0.211 -2.014 -4.873
H -1.393 -3.371 -6.133
H -1.840 -5.705 -5.455
H -0.663 -6.662 -3.511
H 0.975 -5.310 -2.265
*
```

Atom charges from the Löwdin analysis, given in e for atoms 1 to 2:
1 Pb 1.083
2 C -0.060

---

Record 7
The following is a quantum chemistry calculation of 6 unconnected molecules or ions with the total composition H12O6 at a distorted geometry, from the OMol25 dataset.

Values from the calculation:
HOMO energy ... -10.8 eV
Structure (SMILES) ... O.O.O.O.O.O
Orbital gap ... 11.15 eV
Energy ... -12479.6457 eV

```
! wB97M-V def2-TZVPD RIJCOSX def2/J DEFGRID3
* xyz 0 1
O 2.266 2.053 0.022
H 2.548 1.267 -0.456
H 2.247 1.699 0.921
O 1.601 0.455 2.172
H 0.954 -0.276 1.985
H 1.755 0.084 3.036
O -0.009 -1.760 1.418
H -0.819 -1.395 1.326
H -0.177 -2.723 1.417
O 0.491 0.686 -1.421
H 0.686 1.299 -0.614
H 0.240 1.398 -2.069
O -2.186 -0.269 0.396
H -2.941 0.018 0.923
H -2.505 -0.961 -0.219
O -1.738 -0.329 -3.036
H -1.025 -0.030 -2.435
H -1.390 -1.215 -3.367
*
```

Atom charges from the Löwdin analysis, given in e for atoms 1 to 2:
1 O -0.069
2 H 0.040

---

Record 8
The following is a quantum chemistry calculation of a molecular structure, C13H24Cl2NO4P2Pb at a distorted geometry, from the OMol25 dataset.

Values from the calculation:
HOMO energy (spin up / spin down) ... -18.6 / -18.6 eV
Orbital gap (spin up / spin down) ... 4.67 / 5.97 eV
Energy ... -72390.2547 eV

```
! wB97M-V def2-TZVPD RIJCOSX def2/J DEFGRID3
* xyz 3 1
Pb 1.086 -0.492 1.487
P -1.249 -1.950 1.333
C -1.402 -2.149 -0.408
C -1.364 -1.062 -1.317
N -0.457 -0.061 -1.041
C -0.316 1.130 -1.602
C -1.245 1.380 -2.565
C -2.014 0.354 -3.093
C -2.100 -0.884 -2.503
C 0.537 2.192 -0.938
P 2.169 1.675 -0.283
H -2.746 -1.666 -2.917
H -1.173 2.378 -2.936
H -2.616 0.611 -3.963
H 0.721 2.942 -1.717
H -0.051 2.657 -0.127
H 1.309 -5.806 -2.479
H -1.926 -3.078 -0.740
H 2.692 -0.568 -1.945
O 1.009 -5.283 -1.731
H 0.502 -5.946 -1.240
H 0.293 -0.174 -0.299
O 2.719 -1.506 -1.689
H 1.905 -1.865 -2.154
C 3.125 1.618 -1.858
H 3.535 2.632 -2.031
H 3.969 0.904 -1.727
H 2.420 1.339 -2.674
C 2.765 3.170 0.548
H 3.744 2.900 0.964
H 2.875 3.966 -0.199
H 2.096 3.487 1.359
C -2.684 -0.940 1.864
H -3.623 -1.526 1.788
H -2.459 -0.704 2.920
H -2.739 -0.015 1.260
C -1.640 -3.614 1.980
H -1.331 -3.588 3.036
H -2.714 -3.866 1.920
H -1.054 -4.363 1.427
Cl -0.101 4.217 3.074
C -0.537 2.716 3.894
Cl -2.272 2.497 4.116
C -0.017 1.531 3.001
O 0.920 0.814 3.493
O -0.553 1.360 1.858
H -0.011 2.639 4.854
*
```

Atom charges from the Löwdin analysis, given in e for atoms 1 to 2:
1 Pb 1.442
2 P 0.827

---

Record 9
The following is a quantum chemistry calculation of a single C19H17BrO4 molecule at a distorted geometry, from the OMol25 dataset.

Values from the calculation:
HOMO energy ... -8.8 eV
Structure (SMILES) ... CCOC(=O)[C@@H]1C(=O)C=C(c2ccc(Br)cc2)C[C@H]1c1ccco1
Orbital gap ... 8.51 eV
Energy ... -98211.2301 eV

```
! wB97M-V def2-TZVPD RIJCOSX def2/J DEFGRID3
* xyz 0 1
C 0.311 3.387 3.630
C -0.650 3.652 2.479
O -0.595 2.607 1.506
C 0.366 2.689 0.589
O 1.191 3.559 0.534
C 0.287 1.517 -0.378
C -1.008 1.561 -1.183
O -1.629 2.584 -1.364
C -1.423 0.280 -1.752
C -0.789 -0.886 -1.540
C -1.243 -2.129 -2.171
C -2.601 -2.370 -2.385
C -3.032 -3.540 -2.979
C -2.097 -4.483 -3.373
Br -2.682 -6.097 -4.196
C -0.743 -4.271 -3.173
C -0.324 -3.103 -2.566
C 0.416 -0.957 -0.651
C 0.406 0.181 0.374
C 1.641 0.177 1.213
C 1.817 0.094 2.562
C 3.213 0.189 2.787
C 3.778 0.321 1.559
O 2.837 0.313 0.600
H 0.080 2.437 4.105
H 1.333 3.357 3.260
H 0.225 4.182 4.365
H -1.686 3.666 2.822
H -0.405 4.600 1.991
H 1.123 1.616 -1.080
H -2.286 0.335 -2.400
H -3.330 -1.644 -2.060
H -4.084 -3.721 -3.133
H -0.026 -5.014 -3.486
H 0.733 -2.940 -2.424
H 0.447 -1.921 -0.137
H 1.324 -0.871 -1.258
H -0.458 0.072 1.037
H 1.051 -0.021 3.301
H 3.716 0.164 3.731
H 4.797 0.426 1.244
*
```

Atom charges from the Löwdin analysis, given in e for atoms 1 to 2:
1 C -0.060
2 C -0.198

---

Record 10
The following is a quantum chemistry calculation of 5 unconnected molecules or ions with the total composition H10O5 at a distorted geometry, from the OMol25 dataset.

Values from the calculation:
HOMO energy ... -10.5 eV
Structure (SMILES) ... O.O.O.O.O
Orbital gap ... 10.56 eV
Energy ... -10399.2393 eV

```
! wB97M-V def2-TZVPD RIJCOSX def2/J DEFGRID3
* xyz 0 1
O -0.411 -0.246 0.074
H 0.145 0.506 0.333
H 0.143 -0.723 -0.615
O 0.914 -1.557 -1.930
H 0.861 -2.377 -1.710
H 1.802 -1.260 -1.820
O 0.230 -1.314 2.526
H -0.153 -0.878 1.772
H 0.180 -2.328 2.283
O 0.931 2.156 0.938
H 1.608 2.265 0.218
H 0.884 3.089 1.322
O -2.639 1.100 -0.873
H -1.834 0.554 -0.700
H -2.662 1.012 -1.819
*
```

Atom charges from the Löwdin analysis, given in e for atoms 1 to 2:
1 O -0.087
2 H 0.019

---

Record 11
The following is a quantum chemistry calculation of a molecular structure, C4H10O2PdS3Sb, from the OMol25 dataset.

Values from the calculation:
HOMO energy (spin up / spin down) ... -17.0 / -17.1 eV
Orbital gap (spin up / spin down) ... 7.45 / 6.49 eV
Energy ... -50910.7051 eV

```
! wB97M-V def2-TZVPD RIJCOSX def2/J DEFGRID3
* xyz 2 2
Pd -0.389 -1.244 -0.397
C 2.627 -0.615 0.030
O 1.360 -0.117 -0.489
C 1.050 1.249 -0.090
C 0.160 1.211 1.122
O -1.003 0.398 0.803
C -2.227 1.147 0.614
H 3.418 0.022 -0.358
H 2.757 -1.625 -0.346
H 2.621 -0.613 1.119
H 0.550 1.705 -0.945
H 1.982 1.780 0.105
H -0.162 2.211 1.409
H 0.648 0.739 1.975
H -2.442 1.693 1.531
H -3.024 0.429 0.438
H -2.133 1.831 -0.229
S -2.440 -2.335 -0.351
Sb -1.532 -3.638 -2.341
S 0.536 -3.004 -1.508
S -2.359 -1.221 -2.091
*
```

Atom charges from the Löwdin analysis, given in e for atoms 1 to 2:
1 Pd 0.506
2 C -0.017

---

Record 12
The following is a quantum chemistry calculation of a gas-phase ion, C3H8NO2 (charge +1) at a distorted geometry, from the OMol25 dataset.

Values from the calculation:
HOMO energy ... -15.0 eV
Structure (SMILES) ... O[C@H]1[NH2+]CCO1
Orbital gap ... 11.40 eV
Energy ... -8816.3953 eV

```
! wB97M-V def2-TZVPD RIJCOSX def2/J DEFGRID3
* xyz 1 1
O -2.394 0.355 -0.161
C -1.240 0.201 0.358
N -0.339 -0.948 -0.369
C 1.041 -0.434 -0.168
C 0.969 1.069 0.148
O -0.313 1.635 -0.125
H -2.718 1.237 -0.302
H -1.043 0.152 1.410
H -0.730 -0.875 -1.379
H -0.474 -1.885 0.001
H 1.500 -0.586 -1.074
H 1.555 -0.931 0.569
H 1.204 1.103 1.165
H 1.637 1.721 -0.484
*
```

Atom charges from the Löwdin analysis, given in e for atoms 1 to 2:
1 O 0.149
2 C -0.169

---

Record 13
The following is a quantum chemistry calculation of a single C3H6INO molecule at a distorted geometry, from the OMol25 dataset.

Values from the calculation:
HOMO energy ... -8.4 eV
Structure (SMILES) ... OC1(NI)CC1
Orbital gap ... 8.36 eV
Energy ... -14843.6042 eV

```
! wB97M-V def2-TZVPD RIJCOSX def2/J DEFGRID3
* xyz 0 1
O 1.414 -0.817 0.564
C 0.396 0.021 -0.004
N 0.694 0.869 -1.024
I 2.493 0.493 -1.989
C -0.823 0.556 0.803
C -1.141 -0.757 -0.014
H 1.109 -1.738 0.430
H 0.745 1.784 -0.686
H -1.268 1.389 0.449
H -0.822 0.540 1.832
H -1.015 -1.683 0.485
H -1.782 -0.656 -0.846
*
```

Atom charges from the Löwdin analysis, given in e for atoms 1 to 2:
1 O -0.085
2 C -0.628